Below is C19H23Cl2GdNS as an isolated structure at a distorted geometry, with properties calculated with ωB97M-V/def2-TZVPD.

Maximum force, Eh/bohr: 0.0471
Net charge: -1
Electronic energy, eV: -78280.407
Frontier orbital gap (spin up / spin down), eV: 4.283 / 4.121
Relative energy (zero: lowest compared OMol25 entry of this formula, charge and spin), kJ/mol: 0.0
Multiplicity: 8

XYZ file:
```
47
C19H23Cl2GdNS ωB97M-V/def2-TZVPD
Gd -0.374 1.357 -0.948
Cl 2.102 1.499 -1.564
Cl -2.864 1.314 -1.525
C -0.357 3.477 -0.735
H -1.197 4.152 -0.481
H 0.604 4.028 -0.719
C -0.394 -2.395 -0.496
C -0.443 -1.486 -1.427
H -1.024 -2.338 0.403
C 0.593 -1.387 -2.528
H -1.323 -0.823 -1.551
C 1.213 -2.749 -2.868
H 0.206 -0.903 -3.438
H 1.420 -0.742 -2.172
C 1.615 -3.513 -1.604
H 0.470 -3.335 -3.423
H 2.080 -2.616 -3.526
C 0.471 -3.621 -0.575
H 1.968 -4.513 -1.883
H 2.457 -2.993 -1.121
H -0.127 -4.512 -0.828
H 0.906 -3.829 0.411
N -0.238 0.818 1.266
S 0.619 1.717 2.280
C -0.412 3.104 2.717
C -1.731 3.181 2.273
C -2.543 4.227 2.723
C -2.019 5.204 3.573
C -0.667 5.175 3.935
C 0.149 4.139 3.489
C 0.659 0.811 3.843
C -0.165 1.138 4.923
C -0.085 0.403 6.111
C 0.815 -0.660 6.217
C 1.638 -0.992 5.132
C 1.565 -0.256 3.947
H -0.584 -0.018 1.743
H -2.085 2.458 1.539
H -3.581 4.267 2.398
H -2.664 5.996 3.948
H -0.245 5.958 4.565
H 1.211 4.102 3.733
H -0.865 1.969 4.833
H -0.732 0.671 6.947
H 0.875 -1.233 7.145
H 2.339 -1.822 5.206
H 2.207 -0.489 3.095
```